{"formula": "C21H26N2O5S", "method": "ωB97M-V/def2-TZVPD", "elements": ["C", "O", "C", "C", "C", "C", "C", "C", "H", "H", "N", "C", "H", "C", "N", "C", "O", "C", "C", "H", "H", "S", "O", "O", "C", "C", "C", "C", "C", "C", "H", "H", "O", "C", "H", "H", "H", "H", "H", "H", "H", "C", "H", "C", "H", "H", "H", "H", "H", "H", "H", "H", "H", "H", "H"], "positions_angstrom": [[8.0405, 2.4058, 1.0719], [7.4788, 1.7889, -0.0586], [6.3809, 0.9930, 0.1167], [5.7458, 0.7544, 1.3291], [4.6402, -0.0732, 1.3857], [4.1146, -0.6807, 0.2444], [4.7668, -0.4360, -0.9676], [5.8772, 0.3790, -1.0270], [6.3729, 0.5608, -1.9675], [4.4150, -0.8793, -1.8855], [3.0305, -1.5532, 0.3670], [1.8745, -1.1374, 1.1294], [2.1709, -0.4780, 1.9425], [0.8595, -0.4065, 0.2271], [0.4759, -1.2693, -0.8658], [-0.7140, -1.8872, -1.0419], [-0.8936, -2.6915, -1.9366], [-1.8337, -1.4951, -0.0810], [-3.0821, -2.3096, -0.3404], [-3.5596, -2.0653, -1.2845], [-2.8759, -3.3766, -0.3095], [-4.2776, -1.9511, 0.9888], [-3.5606, -1.9256, 2.2390], [-5.3932, -2.8501, 0.8678], [-4.8336, -0.2898, 0.6103], [-4.2498, 0.8002, 1.2327], [-4.6612, 2.0729, 0.9014], [-5.6644, 2.2642, -0.0562], [-6.2484, 1.1568, -0.6705], [-5.8258, -0.1173, -0.3326], [-6.2749, -0.9888, -0.7824], [-7.0294, 1.2753, -1.4040], [-5.9940, 3.5524, -0.3093], [-7.0169, 3.8252, -1.2402], [-6.7567, 3.4638, -2.2397], [-7.1100, 4.9096, -1.2627], [-7.9695, 3.3867, -0.9285], [-4.2312, 2.9433, 1.3706], [-3.4954, 0.6289, 1.9843], [-1.5284, -1.6803, 0.9513], [-2.0537, -0.4300, -0.1947], [1.6174, -1.6849, -1.6607], [1.2590, -2.3627, -2.4359], [2.6317, -2.3863, -0.7453], [3.5105, -2.7030, -1.3052], [2.1548, -3.2807, -0.3277], [2.0645, -0.7987, -2.1223], [-0.0049, -0.0932, 0.8071], [1.3424, 0.4850, -0.1931], [1.3997, -2.0290, 1.5536], [4.1939, -0.2632, 2.3499], [6.1074, 1.1960, 2.2445], [7.3331, 3.0908, 1.5518], [8.8951, 2.9725, 0.7052], [8.3846, 1.6683, 1.8048]], "forces_ev_per_a": [[0.1, 0.1, 0.2], [-0.2, -0.2, -0.2], [-0.1, -0.1, -0.1], [0.2, 0.2, 0.0], [-0.1, -0.1, -0.1], [0.3, 0.2, 0.1], [-0.1, 0.0, 0.1], [0.2, 0.2, 0.2], [0.1, 0.0, -0.1], [-0.1, 0.0, -0.1], [-0.1, -0.4, 0.1], [-0.3, 0.3, 0.0], [0.0, -0.1, 0.0], [0.1, 0.0, 0.5], [0.3, 0.1, -0.1], [-0.3, 0.3, 0.2], [-0.3, -0.3, -0.2], [0.2, -0.2, -0.2], [-0.4, 0.3, 0.6], [-0.1, 0.0, -0.1], [-0.1, -0.1, 0.1], [0.0, -0.1, -0.3], [0.2, 0.3, 0.0], [-0.1, 0.1, -0.4], [0.2, -0.7, 0.0], [0.0, 0.1, 0.1], [-0.1, 0.1, -0.1], [0.1, -0.1, 0.1], [-0.1, 0.2, -0.1], [0.0, -0.1, 0.0], [-0.1, -0.1, -0.1], [-0.1, 0.0, -0.1], [0.2, -0.1, 0.2], [-0.2, 0.1, -0.2], [0.0, 0.0, 0.0], [0.0, -0.1, 0.0], [0.0, 0.0, 0.0], [0.1, 0.1, 0.1], [0.1, 0.1, 0.1], [0.1, 0.2, 0.0], [0.1, 0.0, 0.1], [0.2, -0.4, -0.2], [0.1, 0.1, 0.0], [-0.1, 0.1, -0.3], [0.0, 0.0, 0.0], [0.0, 0.0, -0.1], [0.0, 0.0, 0.0], [0.0, 0.0, 0.0], [-0.1, 0.0, 0.1], [0.0, 0.1, 0.1], [0.0, -0.1, 0.1], [0.1, 0.0, 0.1], [0.0, 0.0, 0.0], [0.0, 0.0, 0.1], [0.0, 0.0, 0.0]], "lowdin_charge": [-0.10, -0.09, -0.29, -0.02, -0.02, -0.24, -0.02, 0.00, 0.12, 0.10, -0.11, -0.13, 0.11, -0.11, -0.06, -0.44, 0.06, -0.14, -0.21, 0.11, 0.12, 0.69, -0.32, -0.31, -0.30, -0.06, 0.01, -0.27, 0.00, -0.05, 0.12, 0.11, -0.07, -0.08, 0.10, 0.09, 0.10, 0.12, 0.12, 0.11, 0.13, -0.11, 0.12, -0.14, 0.12, 0.13, 0.12, 0.11, 0.14, 0.13, 0.11, 0.10, 0.09, 0.09, 0.09], "de_lowest_ev": 3.4909, "largest_force_ha_per_bohr": 0.0151}


{"formula": "C4H9Cl", "method": "ωB97M-V/def2-TZVPD", "elements": ["Cl", "C", "C", "C", "C", "H", "H", "H", "H", "H", "H", "H", "H", "H"], "positions_angstrom": [[0.2155, -2.1550, -1.3232], [-0.1717, 0.0321, 1.6441], [-0.6825, -0.5873, -1.3849], [0.8270, 0.3684, 0.5165], [0.1889, 0.5711, -0.8749], [-0.5400, -1.0121, 1.5296], [-1.0355, 0.7245, 1.5796], [0.3224, 0.1322, 2.6285], [-1.5807, -0.6476, -0.7434], [-1.0175, -0.4275, -2.4136], [1.5074, -0.4717, 0.5149], [1.3395, 1.2680, 0.8071], [1.0274, 0.7092, -1.5629], [-0.4002, 1.4956, -0.9174]], "forces_ev_per_a": [[-0.4, 0.3, -0.1], [-0.4, 0.0, -0.4], [-0.2, 0.6, 0.7], [-1.3, -0.5, 0.4], [0.7, -0.4, -0.1], [0.1, 0.7, 0.2], [0.3, -0.4, 0.3], [-0.4, -0.1, -0.4], [0.5, -0.4, -0.3], [0.2, -0.1, 0.2], [0.5, 0.0, -0.4], [0.5, 0.4, -0.1], [-0.1, 0.0, -0.2], [-0.1, -0.2, 0.1]], "lowdin_charge": [0.53, -0.12, -0.57, -0.29, -0.28, 0.07, 0.08, 0.07, 0.07, 0.07, 0.08, 0.09, 0.10, 0.11], "de_lowest_ev": 0.2006, "largest_force_ha_per_bohr": 0.0290}


{"formula": "C2H3FO2", "method": "ωB97M-V/def2-TZVPD", "elements": ["C", "C", "O", "O", "F", "H", "H", "H"], "positions_angstrom": [[0.6122, -1.3411, 0.6657], [-0.2827, -0.4558, 0.9956], [1.6451, -1.8876, 0.5676], [-0.9167, 0.1975, -1.9371], [0.2995, 0.6662, -2.4714], [-0.9713, 0.4893, -1.0088], [0.0614, 0.5445, 0.9332], [-1.3354, -0.7298, 0.9195]], "forces_ev_per_a": [[3.6, -0.2, 0.6], [-2.1, -0.8, -0.5], [-2.0, 0.0, -0.3], [-0.9, -0.5, -0.8], [-0.1, 0.2, 0.7], [1.0, 0.3, -0.2], [0.2, 0.8, 0.2], [0.3, 0.3, 0.3]], "lowdin_charge": [-0.24, -0.02, 0.18, 0.00, -0.11, 0.05, 0.07, 0.08], "de_lowest_ev": 5.0488, "largest_force_ha_per_bohr": 0.0705}


{"formula": "C11H15NOS", "method": "ωB97M-V/def2-TZVPD", "elements": ["C", "C", "C", "C", "C", "C", "C", "C", "C", "C", "C", "N", "O", "S", "H", "H", "H", "H", "H", "H", "H", "H", "H", "H", "H", "H", "H", "H", "H"], "positions_angstrom": [[-0.0414, -3.0898, 1.9484], [0.9982, -1.2292, -1.2888], [-0.3276, -1.5852, -0.9001], [2.6828, 0.5314, -0.3324], [0.7749, 0.6120, 1.8507], [1.1178, 0.2081, -0.7451], [0.1351, -1.7513, 1.6187], [-0.6693, -0.9317, 0.5471], [0.0698, 0.4598, 0.4733], [-2.1130, -1.0497, 0.8752], [-0.6746, 1.7582, 0.1866], [-0.4498, -4.1263, 2.2984], [2.9743, -0.5372, 0.6291], [1.7080, -0.9719, 1.8678], [1.7559, -1.8018, -0.8912], [1.1422, -1.2943, -2.2847], [-1.1512, -1.2487, -1.4207], [-0.4491, -2.6374, -0.9187], [3.3930, 0.3505, -1.2059], [2.9929, 1.3847, 0.2159], [1.5096, 1.4723, 2.0177], [0.0287, 0.5869, 2.7157], [0.8845, 0.9479, -1.4544], [-2.5986, -2.0645, 0.4934], [-2.8050, -0.2365, 0.3734], [-2.3251, -0.9491, 1.9433], [-1.4113, 1.6338, -0.6327], [0.0340, 2.4938, -0.3498], [-0.9972, 2.1920, 1.0587]], "forces_ev_per_a": [[-1.2, -1.6, 0.3], [0.1, 3.4, 1.7], [-2.0, -0.9, 3.4], [-1.4, -3.6, -0.3], [0.9, 0.3, 0.4], [2.6, 1.2, 1.7], [2.9, 2.7, -1.1], [1.9, -2.0, -0.5], [1.3, -0.2, -0.3], [-3.7, 0.1, -1.4], [1.6, -0.4, -3.8], [0.8, 1.0, -0.4], [-0.7, -0.2, 0.7], [-1.7, -0.3, 0.3], [1.4, -1.5, 1.3], [0.4, 0.2, -3.6], [-1.3, 1.2, -2.2], [-0.4, -1.3, 0.6], [-1.1, 0.3, 1.0], [-0.5, 1.5, -0.1], [-1.1, -1.0, -0.6], [1.2, 0.0, -1.2], [-0.6, 0.7, -1.3], [1.3, 1.9, 1.0], [1.5, -1.4, 0.7], [0.1, -0.2, -0.1], [-0.2, -0.1, 0.9], [-0.7, -1.0, 1.2], [-1.4, 1.1, 1.8]], "lowdin_charge": [-0.30, -0.15, -0.13, -0.14, -0.26, -0.16, -0.40, -0.41, -0.42, -0.06, -0.03, 0.14, -0.45, 1.19, 0.09, 0.10, 0.10, 0.12, 0.14, 0.09, 0.12, 0.13, 0.10, 0.13, 0.11, 0.08, 0.10, 0.12, 0.05], "de_lowest_ev": 5.3739, "largest_force_ha_per_bohr": 0.0809}


Q: What is the formula in the third record?
A: C2H3FO2